Molecular formula: C6H10N2
Method: DFT, wB97M-V/def2-TZVPD

Atoms and positions in Å:
C: 1.031 -0.892 0.367
C: -0.345 -0.390 0.215
C: -0.520 1.103 -0.021
C: -0.948 0.499 1.275
C: 1.872 -1.264 -0.811
C: -1.552 1.597 -1.002
N: 1.482 -1.307 1.688
N: 1.142 -2.308 2.104
H: -1.040 -1.027 -0.334
H: 0.393 1.686 0.003
H: -2.008 0.399 1.463
H: -0.356 0.692 2.158
H: 2.246 -0.339 -1.264
H: 2.745 -1.845 -0.519
H: 1.303 -1.798 -1.578
H: -1.154 1.617 -2.017
H: -2.439 0.965 -0.983
H: -1.854 2.614 -0.746

Output
- energy above the lowest of the compared OMol25 structures with the same formula, charge and spin (eV) = 4.314
- total energy (eV) = -9360.1235
- gap between HOMO and LUMO (alpha / beta) (eV) = 8.2 / 8.4
- HOMO energy (alpha / beta) (eV) = -7.61 / -7.58



Molecular formula: C21H47LuOP3Se
Method: DFT, wB97M-V/def2-TZVPD

Atoms and positions in Å:
Lu: 0.015 0.407 0.427
P: 1.595 -1.744 1.292
P: 2.295 1.386 -0.723
P: -2.128 -1.067 1.208
H: -0.514 1.328 -2.329
C: -1.289 1.255 -1.561
C: -1.399 2.178 -0.534
H: -0.742 3.058 -0.446
C: 1.815 -3.104 0.052
C: 3.369 -1.484 1.756
C: 1.014 -2.760 2.722
C: 1.986 2.918 -1.683
C: 3.790 1.896 0.192
C: 2.990 0.274 -2.010
C: -3.729 -0.281 0.780
C: -2.394 -1.484 2.953
C: -2.285 -2.698 0.396
H: -2.148 0.619 -1.802
H: -2.325 2.199 0.058
H: 2.484 -3.860 0.490
H: 2.270 -2.702 -0.867
H: 0.845 -3.572 -0.188
H: 3.831 -2.430 2.081
H: 3.442 -0.774 2.593
H: 3.942 -1.114 0.894
H: 1.755 -3.528 2.991
H: 0.078 -3.277 2.467
H: 0.864 -2.114 3.597
H: 2.802 3.088 -2.402
H: 1.928 3.766 -0.983
H: 1.029 2.857 -2.221
H: 4.599 2.183 -0.493
H: 4.139 1.086 0.839
H: 3.552 2.757 0.826
H: 3.719 0.877 -2.578
H: 2.196 -0.106 -2.679
H: 3.488 -0.597 -1.550
H: -4.543 -1.020 0.827
H: -3.686 0.149 -0.231
H: -3.929 0.535 1.490
H: -3.326 -2.050 3.047
H: -2.492 -0.576 3.553
H: -1.562 -2.069 3.355
H: -3.312 -3.052 0.568
H: -1.557 -3.409 0.817
H: -2.087 -2.623 -0.690
C: -1.076 -1.469 -4.224
C: -1.582 -0.231 -4.719
C: -2.167 -0.166 -6.004
C: -2.233 -1.311 -6.834
C: -1.673 -2.514 -6.372
C: -1.107 -2.595 -5.089
Se: -0.300 -1.846 -2.479
H: -0.479 -0.523 -1.676
H: -1.520 0.685 -4.112
H: -2.589 0.787 -6.385
H: -2.717 -1.256 -7.818
H: -1.678 -3.407 -7.010
H: -0.689 -3.545 -4.742
C: -1.522 1.738 4.218
C: -1.287 2.376 2.866
O: -0.061 1.771 2.127
C: 1.269 2.376 2.510
C: 1.322 3.033 3.858
H: -1.425 0.648 4.210
H: -2.539 1.990 4.550
H: -0.828 2.141 4.952
H: -2.139 2.222 2.196
H: -1.016 3.428 2.881
H: 1.986 1.545 2.450
H: 1.530 3.116 1.747
H: 1.164 2.368 4.706
H: 2.332 3.442 3.952
H: 0.636 3.875 3.936

Output
- energy above the lowest of the compared OMol25 structures with the same formula, charge and spin (eV) = 0.000
- total energy (eV) = -151393.2044
- net charge = +3
- gap between HOMO and LUMO (alpha / beta) (eV) = 8.7 / 3.1
- HOMO energy (alpha / beta) (eV) = -17.77 / -14.97



Molecular formula: C47H49BBrFN9O4P
Method: DFT, wB97M-V/def2-TZVPD

Atoms and positions in Å:
C: -1.100 -5.296 2.397
O: 0.179 -4.858 2.901
B: 0.549 -3.574 2.475
O: 1.762 -3.063 2.990
C: -0.237 -2.649 1.429
C: -0.425 -3.075 0.060
C: -1.136 -2.262 -0.985
N: -1.264 -2.821 -2.243
C: -1.943 -1.980 -3.072
P: -2.268 -2.587 -4.837
O: -1.209 -3.867 -5.150
Br: -4.328 -3.546 -4.758
C: -2.433 -0.635 -2.688
F: -3.091 0.108 -3.641
N: -2.308 -0.085 -1.478
C: -1.656 -0.944 -0.603
C: -1.483 -0.476 0.809
C: -0.821 -1.291 1.796
C: -0.704 -0.769 3.253
C: -1.919 -1.374 4.103
C: -3.241 -1.562 3.268
O: -1.590 -2.654 4.691
H: -1.914 -4.531 2.461
H: -0.971 -5.737 1.372
H: -1.418 -6.159 3.056
H: 1.987 -3.518 3.821
H: -0.027 -4.086 -0.219
H: -1.348 -4.496 -4.407
H: -1.875 0.526 1.094
H: 0.252 -1.107 3.742
H: -0.790 0.349 3.349
H: -2.189 -0.686 4.960
H: -3.405 -0.624 2.665
H: -4.152 -1.749 3.902
H: -3.188 -2.418 2.529
H: -2.243 -3.280 4.327
N: -6.147 4.210 1.577
C: -5.725 3.179 2.317
C: -4.966 2.131 1.819
C: -4.627 2.150 0.475
C: -5.053 3.206 -0.313
C: -5.805 4.206 0.284
H: -6.018 3.208 3.362
H: -4.650 1.323 2.466
H: -4.035 1.349 0.045
H: -4.808 3.254 -1.366
H: -6.160 5.055 -0.290
N: -0.992 2.918 5.120
C: -1.062 3.481 3.905
C: -0.076 4.300 3.377
C: 1.047 4.555 4.148
C: 1.142 3.986 5.407
C: 0.103 3.179 5.842
H: -1.961 3.254 3.341
H: -0.185 4.726 2.389
H: 1.840 5.191 3.771
H: 2.003 4.162 6.037
H: 0.135 2.710 6.820
N: -1.766 4.820 -6.199
C: -2.507 3.752 -5.884
C: -2.116 2.782 -4.974
C: -0.884 2.922 -4.356
C: -0.096 4.019 -4.667
C: -0.582 4.934 -5.589
H: -3.461 3.684 -6.396
H: -2.758 1.940 -4.756
H: -0.541 2.185 -3.640
H: 0.872 4.162 -4.206
H: -0.003 5.810 -5.862
N: 3.498 1.732 6.386
C: 4.775 2.131 6.407
C: 5.828 1.375 5.919
C: 5.546 0.130 5.379
C: 4.231 -0.307 5.347
C: 3.251 0.527 5.859
H: 4.945 3.111 6.841
H: 6.842 1.751 5.960
H: 6.342 -0.492 4.988
H: 3.973 -1.273 4.934
H: 2.207 0.231 5.853
N: 3.828 4.904 11.185
C: 3.978 3.944 12.103
C: 3.926 2.588 11.818
C: 3.703 2.203 10.505
C: 3.543 3.179 9.535
C: 3.616 4.508 9.925
H: 4.146 4.294 13.116
H: 4.057 1.854 12.602
H: 3.655 1.153 10.241
H: 3.367 2.916 8.501
H: 3.500 5.308 9.202
N: -2.203 -1.861 -8.712
C: -1.772 -2.901 -7.991
C: -1.023 -3.944 -8.513
C: -0.705 -3.909 -9.861
C: -1.142 -2.843 -10.631
C: -1.882 -1.849 -10.011
H: -2.049 -2.883 -6.939
H: -0.698 -4.760 -7.880
H: -0.122 -4.707 -10.308
H: -0.912 -2.784 -11.687
H: -2.244 -0.992 -10.569
N: 3.673 -2.497 -11.437
C: 4.809 -3.179 -11.617
C: 5.122 -4.349 -10.944
C: 4.208 -4.842 -10.026
C: 3.024 -4.152 -9.820
C: 2.805 -2.993 -10.548
H: 5.494 -2.753 -12.343
H: 6.057 -4.861 -11.132
H: 4.416 -5.753 -9.478
H: 2.286 -4.506 -9.111
H: 1.892 -2.420 -10.424

Output
- SMILES = COB(O)c1cc2nc(P(O)Br)c(F)nc2cc1C[C@@H](C)O.c1ccncc1.c1ccncc1.c1ccncc1.c1ccncc1.c1ccncc1.c1ccncc1.c1ccncc1
- total energy (eV) = -153860.1987
- gap between HOMO and LUMO (eV) = 7.7
- HOMO energy (eV) = -9.19



Molecular formula: C39H39CsF3N8O3S6Sb
Method: DFT, wB97M-V/def2-TZVPD

Atoms and positions in Å:
Cs: -0.727 0.976 1.817
O: -5.648 6.845 0.727
C: -4.996 5.849 0.871
S: -4.894 4.522 -0.203
C: -3.884 3.466 0.861
C: -3.551 4.006 2.053
S: -2.622 3.233 3.407
S: -4.020 5.624 2.351
S: -3.445 2.004 0.156
O: 1.248 -3.348 4.227
N: 1.115 -2.343 3.525
N: 1.647 -2.456 2.319
O: 1.343 -1.448 1.506
C: 2.426 -3.467 1.753
C: 2.694 -3.489 0.407
C: 3.411 -4.504 -0.191
C: 3.922 -5.571 0.555
C: 3.637 -5.607 1.914
C: 2.824 -4.600 2.486
H: 2.346 -2.629 -0.182
H: 3.648 -4.434 -1.254
H: 4.373 -6.459 0.072
H: 3.977 -6.463 2.479
H: 2.595 -4.676 3.576
N: 3.622 -0.101 1.871
C: 3.635 1.257 1.813
N: 2.612 1.934 1.414
C: 2.794 3.269 1.553
C: 4.013 3.643 1.992
S: 5.054 2.295 2.187
C: 1.618 4.129 1.259
C: 1.139 5.109 2.062
S: -0.301 5.797 1.480
C: -0.340 4.557 0.272
N: 0.719 3.799 0.235
N: -1.320 4.539 -0.650
H: 2.665 -0.603 1.815
H: 4.251 -0.544 2.487
H: 4.221 4.644 2.448
H: 1.538 5.508 2.987
H: -2.271 4.661 -0.329
H: -1.388 3.701 -1.235
C: -1.939 -3.601 2.068
N: -2.732 -2.446 1.891
C: -2.518 -1.668 0.665
C: -4.142 -2.698 2.030
C: -4.896 -1.425 2.156
N: -4.277 -0.521 3.068
C: -4.022 -1.157 4.335
C: -5.222 0.585 3.235
H: -2.087 -4.363 1.253
H: -2.171 -4.089 3.006
H: -0.948 -3.256 2.085
H: -3.006 -2.214 -0.183
H: -1.469 -1.456 0.532
H: -2.979 -0.719 0.729
H: -4.305 -3.274 2.926
H: -4.423 -3.384 1.210
H: -5.925 -1.726 2.507
H: -5.016 -0.866 1.149
H: -4.933 -1.696 4.813
H: -3.769 -0.355 5.009
H: -3.305 -1.946 4.213
H: -6.115 0.256 3.733
H: -5.369 1.144 2.321
H: -4.747 1.349 3.882
F: 2.671 -5.136 -4.836
C: 2.137 -4.039 -4.265
C: 2.642 -2.825 -4.716
C: 2.280 -1.712 -3.977
C: 1.434 -1.718 -2.874
C: 0.843 -2.941 -2.537
C: 1.206 -4.161 -3.262
Sb: 0.969 0.123 -1.591
C: 2.643 1.286 -2.156
C: 3.950 0.822 -1.953
C: 5.075 1.590 -2.204
C: 4.827 2.834 -2.701
F: 5.963 3.609 -2.975
C: 3.599 3.412 -2.984
C: 2.477 2.561 -2.678
C: -0.265 1.130 -3.067
C: -1.483 1.774 -2.806
C: -2.372 2.047 -3.862
C: -2.055 1.685 -5.178
F: -2.993 1.954 -6.148
C: -0.804 1.139 -5.445
C: 0.073 0.852 -4.425
H: 3.398 -2.747 -5.470
H: 2.769 -0.758 -4.426
H: 0.210 -3.099 -1.695
H: 0.921 -5.146 -2.923
H: 4.038 -0.199 -1.662
H: 6.090 1.295 -1.921
H: 3.569 4.416 -3.412
H: 1.496 3.046 -2.848
H: -1.885 1.942 -1.783
H: -3.242 2.565 -3.665
H: -0.562 0.894 -6.482
H: 1.016 0.405 -4.599

Output
- energy above the lowest of the compared OMol25 structures with the same formula, charge and spin (eV) = 0.903
- total energy (eV) = -139386.3645
- net charge = -2
- gap between HOMO and LUMO (eV) = 4.8
- HOMO energy (eV) = -1.24



Molecular formula: C4H20N3O5
Method: DFT, wB97M-V/def2-TZVPD

Atoms and positions in Å:
C: 2.151 1.172 -0.446
N: 1.856 -0.255 -0.263
C: 1.866 -1.050 -1.634
O: 1.876 -0.285 -2.683
C: 1.063 2.030 -1.134
N: -0.009 2.537 -0.221
C: -1.352 1.953 -0.348
N: -1.576 0.601 0.146
H: 3.070 1.256 -1.029
H: 2.364 1.644 0.531
H: 2.545 -0.653 0.361
H: 0.940 -1.665 -1.528
H: 2.713 -1.761 -1.540
H: 0.643 1.456 -1.951
H: 1.563 2.953 -1.485
H: 0.309 2.474 0.736
H: -1.670 1.966 -1.416
H: -2.024 2.636 0.200
H: -0.767 0.016 -0.085
H: -1.633 0.612 1.155
H: -1.491 -2.123 2.130
H: -2.503 -1.273 2.975
O: -1.613 -1.636 2.998
H: -1.468 -1.563 -1.924
H: -2.473 -0.739 -1.148
O: -2.352 -1.632 -1.526
H: -1.773 -2.484 -0.123
H: -0.318 -2.423 0.434
O: -1.195 -2.790 0.633
H: 0.922 -0.335 2.104
H: -0.211 -0.617 3.140
O: 0.545 -0.024 2.941

Output
- energy above the lowest of the compared OMol25 structures with the same formula, charge and spin (eV) = 0.000
- total energy (eV) = -19180.8607
- net charge = -1
- gap between HOMO and LUMO (eV) = 6.6
- HOMO energy (eV) = -3.40



Molecular formula: C9H9NO3
Method: DFT, wB97M-V/def2-TZVPD

Atoms and positions in Å:
C: -3.238 -1.014 0.100
C: -1.651 0.399 -0.520
C: -1.106 -0.863 -0.366
C: -1.118 1.609 -1.042
C: 0.116 2.010 -0.896
C: 0.641 -2.516 -0.261
C: 0.206 -1.302 -0.683
C: 1.094 1.170 -0.128
C: 1.021 0.968 1.336
N: -2.158 -1.686 0.077
O: 1.787 -3.138 -0.628
O: -3.028 0.298 -0.357
O: 2.170 0.941 -0.710
H: -4.255 -1.218 0.476
H: -1.801 2.316 -1.559
H: 0.555 2.870 -1.349
H: -0.032 -3.141 0.329
H: 0.596 -0.689 -1.352
H: 1.733 1.767 1.717
H: 1.344 0.049 1.694
H: -0.064 1.127 1.628
H: 2.305 -2.875 -1.350

Output
- SMILES = CC(=O)/C=C\c1ocnc1/C=C/O
- energy above the lowest of the compared OMol25 structures with the same formula, charge and spin (eV) = 1.697
- total energy (eV) = -17108.6661
- gap between HOMO and LUMO (eV) = 8.2
- HOMO energy (eV) = -8.04



Molecular formula: C18H18IN2NaO5
Method: DFT, wB97M-V/def2-TZVPD

Atoms and positions in Å:
Na: -0.036 0.431 -1.072
O: -0.446 0.827 -4.698
C: -0.035 0.231 -3.696
O: 0.888 0.575 -2.909
C: -0.706 -1.158 -3.415
C: 0.167 -2.091 -2.579
C: -0.339 -3.541 -2.679
C: -1.562 -3.507 -1.734
C: -1.591 -2.019 -1.365
O: -0.188 -1.742 -1.230
C: -2.035 -1.186 -2.583
C: -2.706 0.153 -2.138
O: -3.896 0.298 -2.461
O: -1.995 0.914 -1.436
H: -0.902 -1.588 -4.401
H: 1.237 -1.948 -2.714
H: 0.417 -4.247 -2.329
H: -0.603 -3.800 -3.705
H: -1.385 -4.114 -0.844
H: -2.487 -3.837 -2.205
H: -2.095 -1.769 -0.432
H: -2.797 -1.738 -3.139
N: -0.277 3.318 0.412
C: -0.021 3.033 1.757
C: -0.277 3.981 2.722
C: 0.003 3.764 4.080
C: 0.558 2.561 4.452
C: 0.844 1.579 3.498
C: 1.314 0.267 3.882
C: 1.608 -0.656 2.963
C: 1.544 -0.315 1.501
N: 0.769 0.856 1.161
C: 0.570 1.772 2.114
H: -1.140 3.816 0.261
H: -0.264 2.499 -0.176
H: -0.700 4.930 2.404
H: -0.217 4.533 4.812
H: 0.775 2.349 5.495
H: 1.383 0.034 4.942
H: 1.922 -1.653 3.250
H: 1.154 -1.181 0.944
I: 4.342 -1.671 1.046
C: 2.927 0.003 0.920
H: 3.411 0.811 1.463
H: 2.867 0.225 -0.142

Output
- energy above the lowest of the compared OMol25 structures with the same formula, charge and spin (eV) = 0.382
- total energy (eV) = -44696.3660
- net charge = -2
- gap between HOMO and LUMO (eV) = 4.7
- HOMO energy (eV) = -0.78



Molecular formula: C4H8N3S
Method: DFT, wB97M-V/def2-TZVPD

Atoms and positions in Å:
C: -0.758 1.203 -0.643
C: 1.095 1.748 0.971
C: -1.976 -0.677 0.383
C: -0.127 -2.362 -0.456
N: -1.290 0.212 -0.210
N: 0.077 2.035 -0.020
N: 1.109 0.550 1.469
S: -1.669 -2.347 0.473
H: -1.290 1.543 -1.570
H: 1.904 2.539 1.078
H: -2.808 -0.345 0.849
H: 0.709 -2.669 0.205
H: 0.219 -1.322 -0.638
H: -0.228 -3.010 -1.409
H: 0.034 2.964 -0.321
H: 1.935 0.495 2.042

Output
- energy above the lowest of the compared OMol25 structures with the same formula, charge and spin (eV) = 2.497
- total energy (eV) = -19574.7574
- net charge = +1
- gap between HOMO and LUMO (eV) = 9.9
- HOMO energy (eV) = -13.80